# 1
18
Properties=species:S:1:pos:R:3 method="wB97M-V/def2-TZVPD" e_lumo_ev="-3.230 / -8.300" de_lowest_kcal_mol=28.9 multiplicity=2 charge=+1 s_squared=0.754 orbital_gap_ev="9.58 / 4.47" energy_ha=-1046.91817
S 1.375 -0.125 -0.582
S 0.780 -0.259 -2.570
O -1.099 -2.407 0.516
N -0.521 0.522 2.061
C 0.445 1.335 -0.099
C -1.602 0.619 3.018
C -0.799 1.068 0.747
H -1.318 0.172 4.011
H 1.022 2.211 0.273
H -1.597 0.522 0.194
H -0.566 -0.251 -2.564
H 0.078 1.982 -0.933
H -2.414 -0.052 2.647
H -0.187 -0.454 2.039
H -1.881 -2.490 -0.036
H -1.298 2.035 0.925
H -0.543 -1.707 0.168
H -1.911 1.655 3.133



# 2
16
Properties=species:S:1:pos:R:3 method="wB97M-V/def2-TZVPD" smiles=CP[C@@H](C)[NH3+] e_lumo_ev=-3.814 de_lowest_kcal_mol=89.6 multiplicity=1 charge=+1 orbital_gap_ev=9.96 energy_ha=-516.67191
P -0.500 -0.562 -1.554
N 1.942 -0.555 -0.098
C -1.664 0.859 -1.450
C -0.036 -0.048 1.486
C 0.643 0.145 0.177
H -1.257 1.618 -2.252
H 1.842 -1.640 -0.039
H 0.486 0.461 2.324
H 1.012 1.212 -0.004
H -1.002 0.291 1.405
H 2.148 -0.557 -1.105
H -2.726 0.624 -1.926
H 0.152 -1.017 1.775
H -1.080 -1.637 -0.698
H 2.602 -0.479 0.678
H -1.769 1.270 -0.539



# 3
15
Properties=species:S:1:pos:R:3 method="wB97M-V/def2-TZVPD" e_lumo_ev=-4.510 de_lowest_kcal_mol=4.8 multiplicity=1 charge=+1 orbital_gap_ev=11.03 energy_ha=-195.80866
O -0.476 -0.103 2.527
C -0.958 0.404 -0.209
C 1.256 -0.499 -1.121
C -0.033 0.235 -1.419
H -0.390 1.056 0.471
H -1.827 1.028 -0.426
H -0.587 -0.137 -2.275
H 0.290 1.230 -1.725
H -0.724 0.120 1.519
H -1.268 -0.590 0.125
H -0.573 -1.013 2.866
H 1.974 0.165 -0.630
H 1.188 -1.398 -0.519
H 1.735 -0.698 -2.028
H 0.395 0.200 2.843



# 4
17
Properties=species:S:1:pos:R:3 method="wB97M-V/def2-TZVPD" e_lumo_ev=3.778 de_lowest_kcal_mol=32.8 multiplicity=1 charge=-1 orbital_gap_ev=6.55 energy_ha=-669.56861
S 1.007 -0.546 -1.546
O -4.318 1.395 -0.821
O -2.107 0.136 -1.637
C 2.334 -0.094 -0.327
C 2.029 -0.524 1.067
C 0.595 -0.164 1.644
H -3.639 0.790 -1.164
H 3.005 -0.898 -0.732
H 0.478 0.836 1.481
H -2.430 -0.264 -2.407
H 2.816 0.828 -0.516
H -1.154 -0.200 -1.522
H -0.258 -0.617 1.116
H 2.334 -1.598 1.058
H -4.068 1.285 0.034
H 0.497 -0.299 2.689
H 2.879 -0.065 1.583